Entry 1:
{
  "formula": "C5H6N2S",
  "method": "the ωB97M-V functional and the def2-TZVPD basis",
  "elements": ["C", "C", "C", "C", "C", "N", "N", "S", "H", "H", "H", "H", "H", "H"],
  "xyz": [[0.58846, -0.74873, 1.43255], [-0.17286, -0.42731, 0.34715], [0.56616, 0.57477, -0.31319], [-1.45777, -0.91082, -0.10459], [-0.19148, 1.31175, -1.47852], [1.70567, 0.75071, 0.23464], [1.72455, -0.00047, 1.33684], [-1.65497, 0.06908, -1.67590], [0.56653, -1.33216, 2.31148], [-1.58940, -2.01184, -0.54878], [-2.36546, -0.57661, 0.48580], [-0.67346, 2.17847, -1.24513], [0.27608, 1.24068, -2.45908], [2.67794, -0.11754, 1.67672]],
  "atomic_forces_ev_per_a": [[1.42, 0.27, 0.23], [0.57, -0.69, 1.69], [-2.68, 0.40, -1.99], [-2.81, -0.62, -2.25], [0.60, -5.19, 0.25], [1.91, 1.80, 0.04], [0.67, 0.23, -0.93], [0.40, 0.71, -0.47], [-0.76, -0.98, 0.42], [0.59, 2.20, 1.69], [1.24, -0.90, -0.21], [-0.55, 2.60, 0.71], [0.26, 0.51, 0.29], [-0.87, -0.32, 0.53]],
  "smiles": "c1[nH]nc2c1CSC2",
  "fmax_ha_per_bohr": 0.102,
  "orbital_gap_ha": 0.34561,
  "lumo_energy_ev": 0.935,
  "de_lowest_kcal_mol": 44.56,
  "total_charge": 0
}

---

Entry 2:
{
  "formula": "C6H14OS",
  "method": "the ωB97M-V functional and the def2-TZVPD basis",
  "elements": ["S", "C", "C", "C", "C", "H", "H", "H", "H", "H", "H", "H", "H", "O", "C", "C", "H", "H", "H", "H", "H", "H"],
  "xyz": [[-0.13941, -0.68400, -1.87282], [1.56167, -0.67312, -1.20213], [-0.80316, -1.70063, -0.50551], [1.45215, -1.16484, 0.23819], [0.40878, -2.27777, 0.22004], [2.20241, -1.34361, -1.80657], [1.97733, 0.34992, -1.27993], [-1.40828, -1.06469, 0.16891], [-1.47023, -2.47993, -0.92165], [2.43238, -1.50704, 0.62226], [1.10472, -0.34006, 0.88971], [0.14119, -2.62649, 1.23603], [0.80205, -3.14698, -0.34143], [-0.67403, 1.55057, 1.13276], [-2.00210, 1.68481, 0.66705], [0.19271, 2.40484, 0.41329], [-2.63538, 1.00126, 1.25724], [-2.08861, 1.41276, -0.39836], [-2.37697, 2.71373, 0.79899], [0.20000, 2.16358, -0.66297], [-0.08836, 3.46453, 0.53439], [1.21112, 2.26316, 0.81251]],
  "atomic_forces_ev_per_a": [[0.04, -0.07, 0.09], [0.51, 0.22, -0.31], [-0.69, -0.12, 0.10], [0.29, 0.21, 0.41], [0.02, -0.40, 0.20], [-0.34, 0.30, 0.28], [-0.23, -0.51, 0.08], [0.37, -0.27, -0.31], [0.40, 0.38, 0.19], [-0.43, 0.12, -0.21], [0.09, -0.38, -0.29], [0.12, 0.19, -0.46], [-0.16, 0.34, 0.22], [-0.11, 0.22, -0.27], [-0.36, -0.26, 0.13], [0.45, 0.03, 0.02], [0.29, 0.29, -0.21], [0.11, 0.06, 0.20], [0.13, -0.19, -0.01], [-0.08, 0.00, 0.23], [0.01, -0.22, 0.02], [-0.43, 0.05, -0.12]],
  "smiles": "C1CCSC1.COC",
  "fmax_ha_per_bohr": 0.014,
  "orbital_gap_ha": 0.34086,
  "lumo_energy_ev": 0.917,
  "de_lowest_kcal_mol": 4.36,
  "total_charge": 0
}

---

Entry 3:
{
  "formula": "C22H62BO21",
  "method": "the ωB97M-V functional and the def2-TZVPD basis",
  "elements": ["O", "C", "O", "B", "O", "C", "O", "O", "C", "O", "C", "O", "O", "C", "O", "H", "H", "H", "H", "C", "O", "H", "H", "H", "H", "C", "C", "O", "H", "H", "H", "H", "H", "H", "C", "C", "O", "H", "H", "H", "H", "H", "H", "C", "C", "O", "H", "H", "H", "H", "H", "H", "C", "C", "O", "H", "H", "H", "H", "H", "H", "C", "C", "O", "H", "H", "H", "H", "H", "H", "C", "C", "O", "H", "H", "H", "H", "H", "H", "C", "C", "O", "H", "H", "H", "H", "H", "H", "C", "C", "O", "H", "H", "H", "H", "H", "H", "O", "H", "H", "O", "H", "H", "O", "H", "H"],
  "xyz": [[2.06938, -2.38253, 2.14558], [1.31777, -1.62654, 1.60710], [1.03403, -1.57893, 0.31737], [0.11260, -0.42792, 0.10459], [-0.04115, 0.22885, 1.40535], [0.55057, -0.50348, 2.33322], [0.53170, -0.32346, 3.51338], [-1.18071, -0.90110, -0.41321], [-1.40548, -0.36962, -1.60171], [-2.31336, -0.63567, -2.33397], [-0.26312, 0.63831, -1.87499], [0.62409, 0.50994, -0.90537], [-0.14885, 1.34735, -2.82828], [4.40613, -0.32275, -0.68353], [5.35605, 0.51306, -0.01342], [3.44559, 0.18017, -0.59404], [4.66170, -0.34313, -1.75209], [4.34089, -1.35389, -0.33463], [6.11704, -0.00975, 0.24867], [2.76717, 1.77705, -3.91319], [3.26383, 2.79889, -3.06241], [2.75256, 0.80576, -3.40727], [1.79295, 2.03446, -4.31967], [3.46523, 1.64757, -4.74529], [2.54715, 3.08775, -2.48882], [-1.36104, -3.18928, 2.93503], [-1.24444, -4.19523, 1.79094], [-0.24647, -5.17814, 2.02410], [-0.35874, -3.03557, 3.34427], [-1.95653, -3.59138, 3.75304], [-1.76774, -2.23877, 2.58883], [-1.09753, -3.68769, 0.83280], [-2.18505, -4.74507, 1.71667], [0.58014, -4.74567, 2.27250], [1.56834, -2.14403, -3.46177], [1.13026, -3.10763, -4.53336], [1.17920, -2.45275, -5.80787], [1.50957, -2.66931, -2.50031], [0.94809, -1.25487, -3.42075], [2.63436, -1.95189, -3.58392], [0.14058, -3.53866, -4.35951], [1.80764, -3.97564, -4.54029], [0.68416, -2.99390, -6.42845], [-2.65004, 3.64722, -1.02448], [-3.37250, 3.02359, -2.20105], [-4.63245, 2.48700, -1.83612], [-3.30095, 4.35161, -0.50833], [-1.72585, 4.15312, -1.32046], [-2.31204, 2.88781, -0.30636], [-2.74829, 2.27229, -2.69190], [-3.56633, 3.79423, -2.95269], [-4.47179, 1.93697, -1.05493], [2.49481, -1.09653, 7.41841], [2.63802, -0.39594, 6.06780], [3.12948, 0.96348, 6.22374], [3.47759, -1.21828, 7.86684], [1.92461, -2.01545, 7.26659], [1.88479, -0.50635, 8.11153], [1.69745, -0.32343, 5.52249], [3.35082, -0.96283, 5.47048], [2.45772, 1.44679, 6.71189], [-1.50087, 2.55228, 3.71649], [-0.09284, 3.05133, 4.03606], [0.09450, 4.40848, 3.61134], [-1.89289, 2.98909, 2.79923], [-2.20989, 2.76460, 4.51853], [-1.46236, 1.46924, 3.57168], [0.62754, 2.39003, 3.54713], [0.11336, 2.99594, 5.10470], [0.43069, 4.39175, 2.71079], [0.07341, 4.59024, -3.92907], [0.29770, 4.53767, -5.42066], [0.78913, 5.77111, -5.95201], [-0.67684, 5.34161, -3.68113], [1.01296, 4.84585, -3.43265], [-0.25623, 3.61973, -3.55670], [-0.62368, 4.29445, -5.96244], [0.95979, 3.70567, -5.69288], [1.73927, 5.70222, -6.06742], [-4.84243, -0.94557, 0.09643], [-5.33317, -0.10417, 1.23942], [-5.11362, 1.28902, 0.93651], [-3.77239, -0.83975, -0.08109], [-5.38493, -0.72785, -0.82023], [-4.95820, -2.00313, 0.35422], [-4.85670, -0.34932, 2.19313], [-6.41359, -0.23111, 1.37981], [-5.74827, 1.82752, 1.41407], [-1.24614, -4.29357, -2.00034], [-2.46050, -4.19824, -2.90206], [-3.44091, -3.29553, -2.40862], [-0.42381, -4.82795, -2.48414], [-1.44197, -4.81492, -1.05793], [-0.84795, -3.32230, -1.68780], [-2.94789, -5.16575, -3.01461], [-2.13595, -3.84620, -3.89357], [-2.96173, -2.46311, -2.27031], [2.89509, -4.86685, 3.18680], [3.48129, -5.38833, 2.63222], [2.84256, -4.00357, 2.75253], [1.08449, 3.68630, -0.06302], [0.66544, 3.09170, -0.69619], [1.65377, 3.10634, 0.45423], [4.44194, 1.02414, 3.57064], [4.12168, 0.80694, 4.45692], [3.67750, 0.89376, 3.00315]],
  "atomic_forces_ev_per_a": [[0.25, -0.38, 0.12], [-0.01, 0.06, -0.26], [-0.19, 0.48, 0.38], [0.06, -0.14, -0.10], [-0.07, -0.11, 0.07], [0.10, 0.11, -0.09], [0.00, 0.08, 0.05], [0.01, -0.07, -0.17], [0.04, 0.12, 0.26], [0.01, 0.05, -0.16], [0.17, -0.37, -0.36], [-0.01, 0.06, 0.32], [-0.22, 0.29, -0.07], [0.42, 0.67, -0.66], [-0.26, -0.40, 0.17], [-0.12, -0.18, 0.05], [-0.16, -0.13, 0.06], [0.05, 0.10, 0.36], [-0.02, -0.04, 0.01], [0.48, -0.20, -0.15], [0.01, 0.07, -0.12], [-0.36, 0.09, 0.09], [-0.14, -0.20, 0.05], [0.02, 0.27, 0.06], [0.02, -0.05, 0.07], [0.48, -0.35, -0.09], [-0.31, -0.04, 0.21], [-0.11, 0.01, -0.05], [-0.06, 0.29, 0.01], [-0.13, 0.08, -0.01], [-0.10, 0.01, 0.11], [0.17, 0.06, 0.06], [0.04, -0.04, -0.18], [0.05, -0.05, 0.02], [0.15, -0.98, 0.49], [0.15, -0.37, -0.45], [-0.08, -0.11, 0.22], [-0.19, 0.17, 0.00], [0.16, 0.21, -0.16], [-0.11, 0.56, -0.16], [-0.15, 0.37, 0.10], [0.07, 0.14, 0.01], [0.03, 0.06, -0.07], [0.49, -0.26, 0.22], [0.08, 0.35, -0.31], [0.25, -0.12, 0.20], [0.04, 0.04, 0.04], [-0.18, 0.14, -0.18], [-0.31, -0.01, 0.03], [0.05, -0.13, 0.04], [-0.09, -0.04, 0.03], [-0.38, 0.00, 0.02], [-0.58, 0.57, -0.37], [-0.30, 0.57, 0.67], [0.29, -0.82, -0.07], [-0.05, -0.40, 0.06], [0.48, -0.27, 0.14], [0.08, 0.14, -0.10], [0.00, -0.38, 0.04], [0.08, 0.28, -0.18], [0.00, 0.08, -0.08], [0.04, -0.40, 0.23], [-0.25, 0.09, -0.63], [0.17, -0.20, 0.35], [0.16, 0.09, -0.07], [0.02, 0.10, -0.02], [-0.12, 0.05, 0.08], [0.08, 0.10, 0.00], [-0.03, 0.15, 0.04], [-0.10, 0.02, -0.07], [0.15, 0.05, 0.01], [-0.09, -0.49, -0.57], [-0.09, -0.06, -0.01], [0.04, 0.03, 0.04], [-0.08, 0.05, 0.07], [-0.05, 0.00, -0.04], [-0.09, 0.29, 0.20], [0.18, 0.19, 0.19], [0.01, -0.01, 0.11], [0.30, -0.52, 0.24], [-0.52, 0.74, 0.13], [0.31, -0.26, -0.16], [-0.03, 0.31, 0.01], [0.00, -0.01, -0.05], [-0.22, 0.05, -0.14], [0.18, -0.08, -0.10], [0.07, -0.25, -0.04], [0.02, -0.01, 0.03], [0.39, -0.32, 0.59], [0.03, 0.55, -0.08], [0.35, -0.23, 0.14], [-0.07, -0.03, -0.08], [-0.22, -0.06, -0.20], [-0.17, 0.11, -0.32], [0.03, -0.04, -0.04], [-0.05, -0.23, -0.02], [-0.45, 0.18, 0.01], [-0.02, -0.02, -0.05], [-0.03, -0.03, -0.01], [-0.01, 0.05, 0.06], [0.04, -0.02, -0.02], [-0.07, -0.03, 0.05], [0.04, -0.02, -0.05], [0.08, -0.17, 0.03], [-0.04, 0.36, -0.04], [0.03, -0.01, -0.05]],
  "fmax_ha_per_bohr": 0.021,
  "orbital_gap_ha": 0.37203,
  "lumo_energy_ev": 2.283,
  "de_lowest_kcal_mol": 0.00,
  "total_charge": -1
}

---

Entry 4:
{
  "formula": "C11H12Br2FN3O4PS",
  "method": "the ωB97M-V functional and the def2-TZVPD basis",
  "elements": ["C", "C", "O", "C", "O", "C", "C", "C", "C", "O", "Br", "C", "P", "N", "O", "C", "Br", "C", "N", "S", "N", "C", "H", "H", "H", "H", "H", "H", "H", "H", "H", "H", "H", "H", "F"],
  "xyz": [[-1.63471, -0.56469, -3.02879], [-2.44655, -1.07807, -1.84368], [-1.90542, -2.28417, -1.31255], [-2.72535, -0.03503, -0.76176], [-1.73174, 0.99456, -0.62091], [-0.80896, 0.78814, 0.37078], [0.54777, 0.85819, 0.12206], [1.00256, 1.21772, -1.27736], [1.54284, 0.10100, -2.11066], [1.95185, -0.94604, -1.76812], [1.61465, 0.55588, -4.05509], [1.49246, 0.63852, 1.18391], [3.27829, 0.75454, 0.69804], [3.72442, -0.86974, 0.75236], [4.09651, 1.38267, 1.99293], [1.06129, 0.36716, 2.46255], [2.19748, -0.00309, 3.93657], [-0.31958, 0.33584, 2.75492], [-0.90495, 0.09776, 3.94452], [-2.46943, 0.15944, 3.67135], [-2.51511, 0.51852, 2.13809], [-1.22902, 0.55537, 1.69795], [-0.97144, 0.25409, -2.77784], [-1.04131, -1.39266, -3.41311], [-2.26819, -0.22938, -3.84977], [-3.42128, -1.37118, -2.23504], [-1.04159, -2.08238, -0.93277], [-2.92240, -0.54939, 0.17253], [-3.64919, 0.47728, -1.03072], [0.20115, 1.72714, -1.80409], [1.81556, 1.94224, -1.18940], [4.61500, -1.02008, 0.30130], [3.71239, -1.26795, 1.68602], [3.63729, 2.13130, 2.38999], [-2.48528, -2.16352, 3.73577]],
  "atomic_forces_ev_per_a": [[0.05, -0.17, -0.17], [0.05, 0.02, -0.20], [0.19, 0.20, 0.01], [-0.57, 0.07, -0.35], [0.23, -0.33, 0.09], [0.13, -0.19, 0.32], [0.06, -0.19, 0.01], [-0.24, 0.59, 0.41], [0.16, -0.34, 0.12], [-0.20, 0.05, -0.12], [0.12, 0.16, -0.01], [0.52, 0.05, 0.25], [-0.07, -0.02, -0.85], [0.12, 0.26, 0.44], [-0.18, 0.13, 0.10], [-0.37, 0.04, 0.02], [0.04, -0.10, 0.00], [0.50, -0.20, -0.36], [-0.22, 0.69, 0.14], [0.54, -1.66, 0.06], [-0.31, 0.38, -0.11], [-0.42, -0.11, 0.18], [-0.03, 0.01, 0.09], [0.06, 0.00, -0.05], [-0.11, 0.11, 0.05], [-0.10, -0.17, 0.19], [0.01, -0.10, 0.09], [0.14, 0.02, 0.14], [0.05, 0.23, 0.00], [-0.04, -0.09, -0.13], [0.15, -0.03, -0.27], [0.01, -0.14, 0.01], [-0.03, -0.18, -0.07], [0.01, -0.01, 0.08], [-0.26, 1.00, -0.09]],
  "fmax_ha_per_bohr": 0.034,
  "orbital_gap_ha": 0.26921,
  "lumo_energy_ev": 2.405,
  "total_charge": -1
}

---

Entry 5:
{
  "formula": "C3H4NPS",
  "method": "the ωB97M-V functional and the def2-TZVPD basis",
  "elements": ["C", "C", "C", "N", "P", "S", "H", "H", "H", "H"],
  "xyz": [[-1.61153, -0.12464, 1.31321], [-1.19252, -1.35057, 0.86773], [-0.15037, 0.50396, -0.19007], [-0.99655, 0.90519, 0.64507], [1.83094, 1.56598, -1.32575], [0.13722, -1.22614, -0.21032], [-2.49177, 0.08340, 1.88714], [-1.49901, -2.34027, 1.24845], [1.19215, 2.11028, -2.36149], [2.18696, 0.46858, -2.23968]],
  "atomic_forces_ev_per_a": [[-0.02, -1.05, -1.67], [-0.08, -1.07, 1.54], [3.86, 0.04, -1.88], [-0.24, 1.43, 0.24], [-0.94, -2.29, 2.14], [-0.92, 0.76, -0.06], [-0.01, -0.03, 0.48], [0.07, 0.78, -0.33], [-1.31, 1.07, -1.41], [-0.40, 0.36, 0.95]],
  "fmax_ha_per_bohr": 0.084,
  "orbital_gap_ha": 0.31504,
  "lumo_energy_ev": -0.550,
  "de_lowest_kcal_mol": 56.54,
  "total_charge": 0
}

---

Entry 6:
{
  "formula": "C5H8N2",
  "method": "the ωB97M-V functional and the def2-TZVPD basis",
  "elements": ["C", "C", "C", "N", "C", "C", "N", "H", "H", "H", "H", "H", "H", "H", "H"],
  "xyz": [[-0.63874, 1.38816, -0.00872], [-0.26555, -0.00155, 0.18564], [-1.37270, -0.98408, 0.46465], [0.77827, -1.22533, -1.16875], [1.15295, -0.52361, -0.01017], [2.14099, 0.56310, -0.15122], [2.88522, 1.42834, -0.33877], [-0.37307, 0.99616, 1.19032], [-1.66842, 1.65065, -0.31655], [0.13453, 2.13429, -0.20286], [-1.92954, -1.18096, -0.45079], [-1.00013, -1.94330, 0.82453], [-2.08169, -0.59047, 1.19589], [0.77234, -0.57676, -1.95611], [1.46179, -1.20302, 0.79121]],
  "atomic_forces_ev_per_a": [[0.77, -0.95, 1.73], [0.78, -1.78, -2.39], [-0.08, -0.18, 0.15], [-0.90, 0.53, -0.21], [-0.21, 0.36, 0.89], [0.70, 0.65, -0.12], [-0.64, -0.69, 0.21], [-1.26, 2.27, -0.93], [0.60, -0.29, 0.68], [-0.13, -0.36, -0.10], [0.02, 0.03, 0.05], [0.14, 0.13, -0.07], [0.06, 0.13, 0.08], [0.12, 0.02, 0.04], [0.03, 0.12, 0.00]],
  "fmax_ha_per_bohr": 0.060,
  "orbital_gap_ha": [0.30655, 0.30661],
  "lumo_energy_ev": [0.241, 0.241],
  "de_lowest_kcal_mol": 110.10,
  "total_charge": 0
}

---

What did the second record say?
{
  "formula": "C6H14OS",
  "method": "the ωB97M-V functional and the def2-TZVPD basis",
  "elements": ["S", "C", "C", "C", "C", "H", "H", "H", "H", "H", "H", "H", "H", "O", "C", "C", "H", "H", "H", "H", "H", "H"],
  "xyz": [[-0.13941, -0.68400, -1.87282], [1.56167, -0.67312, -1.20213], [-0.80316, -1.70063, -0.50551], [1.45215, -1.16484, 0.23819], [0.40878, -2.27777, 0.22004], [2.20241, -1.34361, -1.80657], [1.97733, 0.34992, -1.27993], [-1.40828, -1.06469, 0.16891], [-1.47023, -2.47993, -0.92165], [2.43238, -1.50704, 0.62226], [1.10472, -0.34006, 0.88971], [0.14119, -2.62649, 1.23603], [0.80205, -3.14698, -0.34143], [-0.67403, 1.55057, 1.13276], [-2.00210, 1.68481, 0.66705], [0.19271, 2.40484, 0.41329], [-2.63538, 1.00126, 1.25724], [-2.08861, 1.41276, -0.39836], [-2.37697, 2.71373, 0.79899], [0.20000, 2.16358, -0.66297], [-0.08836, 3.46453, 0.53439], [1.21112, 2.26316, 0.81251]],
  "atomic_forces_ev_per_a": [[0.04, -0.07, 0.09], [0.51, 0.22, -0.31], [-0.69, -0.12, 0.10], [0.29, 0.21, 0.41], [0.02, -0.40, 0.20], [-0.34, 0.30, 0.28], [-0.23, -0.51, 0.08], [0.37, -0.27, -0.31], [0.40, 0.38, 0.19], [-0.43, 0.12, -0.21], [0.09, -0.38, -0.29], [0.12, 0.19, -0.46], [-0.16, 0.34, 0.22], [-0.11, 0.22, -0.27], [-0.36, -0.26, 0.13], [0.45, 0.03, 0.02], [0.29, 0.29, -0.21], [0.11, 0.06, 0.20], [0.13, -0.19, -0.01], [-0.08, 0.00, 0.23], [0.01, -0.22, 0.02], [-0.43, 0.05, -0.12]],
  "smiles": "C1CCSC1.COC",
  "fmax_ha_per_bohr": 0.014,
  "orbital_gap_ha": 0.34086,
  "lumo_energy_ev": 0.917,
  "de_lowest_kcal_mol": 4.36,
  "total_charge": 0
}